A.
18
Properties=species:S:1:pos:R:3:mulliken_charge:R:1 method="wB97M-V/def2-TZVPD" mol_weight_g_mol=88.15 orbital_gap_ev=10.853 e_homo_ev=-9.7 smiles=CCCCOC lumo_ev=1.13
C 0.26366 -0.21795 2.60716 -1.28
C 0.67943 -0.33006 1.14394 -0.30
C 0.02214 0.71039 0.24049 -0.42
C 0.48530 0.60221 -1.22284 -0.60
O -0.55705 0.67989 -2.16794 -0.38
C -1.31428 -0.50167 -2.24446 -0.65
H 0.50180 0.77400 3.00935 0.32
H 0.77563 -0.96644 3.22160 0.34
H -0.81582 -0.37190 2.72478 0.33
H 0.43087 -1.33237 0.76820 0.30
H 1.77132 -0.23939 1.06325 0.32
H -1.06659 0.58924 0.27296 0.25
H 0.22433 1.71882 0.62291 0.29
H 1.16848 1.41948 -1.46961 0.33
H 1.03910 -0.34106 -1.37406 0.37
H -1.97658 -0.40616 -3.10574 0.24
H -1.92898 -0.67987 -1.34362 0.25
H -0.66765 -1.38762 -2.39315 0.28

B.
18
Properties=species:S:1:pos:R:3:mulliken_charge:R:1 method="wB97M-V/def2-TZVPD" mol_weight_g_mol=88.15 orbital_gap_ev=8.043 e_homo_ev=-7.1 lumo_ev=0.91
C -0.53888 -2.68470 -1.14460 -1.22
C -0.28940 -1.18575 -1.29490 -0.27
C 0.03316 -0.54484 0.03905 -0.64
O 0.24893 0.85949 -0.18340 -0.15
C 0.65496 1.56099 0.84659 -0.13
C 0.61089 2.97233 0.86218 -0.89
H -0.78319 -3.13557 -2.11090 0.35
H -1.37321 -2.88278 -0.46184 0.33
H 0.34552 -3.19938 -0.75148 0.33
H -1.17445 -0.69306 -1.71314 0.28
H 0.53801 -1.00422 -1.99150 0.28
H -0.78883 -0.63447 0.75963 0.39
H 0.93988 -0.97785 0.48515 0.30
H 1.26017 1.05152 1.59667 0.38
H -0.82547 1.21637 1.94910 0.10
H 1.39658 3.50264 1.38862 0.28
H -0.31615 2.30563 1.65080 0.00
H 0.06148 3.47365 0.07394 0.29

Stability summary - winner: A; margin: 446.0 kJ/mol.

A.
18
Properties=species:S:1:pos:R:3:mulliken_charge:R:1 method="wB97M-V/def2-TZVPD" mol_weight_g_mol=88.15 orbital_gap_ev=7.159 e_homo_ev=-6.4 lumo_ev=0.76
C -1.40381 1.32302 -0.23006 -1.37
C -0.70056 -0.01360 -0.02654 0.93
C -1.44837 -1.19188 -0.57102 -1.48
C 1.38255 0.83055 0.19537 -0.55
C 2.18762 -0.21259 0.90137 -1.02
O 0.60412 0.01619 -0.90238 -0.31
H -1.04079 2.09411 0.45322 0.37
H -1.22667 1.66081 -1.25283 0.29
H -2.48859 1.19614 -0.10330 0.39
H -0.46288 -0.15405 1.03886 0.22
H -0.85825 -2.10245 -0.42693 0.36
H -2.39505 -1.30456 -0.03909 0.42
H -1.63811 -1.04019 -1.63488 0.34
H 1.99745 1.50361 -0.39279 0.15
H 2.79849 0.32634 1.63179 0.31
H 2.87276 -0.81876 0.26692 0.31
H 1.57424 -0.93465 1.47464 0.26
H 1.07795 -0.83637 -1.12817 0.38

B.
18
Properties=species:S:1:pos:R:3:mulliken_charge:R:1 method="wB97M-V/def2-TZVPD" mol_weight_g_mol=88.15 orbital_gap_ev=10.985 e_homo_ev=-10.0 smiles=CCC(C)(C)O lumo_ev=0.95
C -0.50797 -0.61318 -1.84618 -1.12
C 0.32770 0.22196 -0.86210 -0.91
C 0.10148 -0.09213 0.62843 1.35
C 1.21407 0.61417 1.45511 -1.50
C -1.38338 0.36445 0.72039 -1.50
O 0.30042 -1.49963 0.83300 -0.59
H -0.58417 -1.64556 -1.49297 0.28
H 0.00033 -0.61419 -2.81323 0.37
H -1.53126 -0.25492 -2.03119 0.33
H 0.15544 1.29476 -1.04767 0.37
H 1.38177 0.01534 -1.00968 0.46
H 1.06705 1.69445 1.48312 0.35
H 2.16321 0.42757 0.92500 0.35
H 1.39861 0.27047 2.48679 0.36
H -1.70374 0.82952 -0.23109 0.32
H -1.54787 1.13487 1.46898 0.35
H -2.05191 -0.48743 0.83867 0.34
H 1.20022 -1.66051 0.49462 0.40

Stability summary - winner: B; margin: 382.4 kJ/mol.

A.
18
Properties=species:S:1:pos:R:3:mulliken_charge:R:1 method="wB97M-V/def2-TZVPD" mol_weight_g_mol=88.15 orbital_gap_ev=11.135 e_homo_ev=-10.2 smiles=CC(C)[C@@H](C)O lumo_ev=0.93
C -0.66130 -0.90184 1.63029 -1.50
C 0.28265 -0.18303 0.66276 0.55
C 1.12775 -1.21045 -0.09938 -1.41
C -0.52692 0.70735 -0.29149 0.18
C 0.31072 1.63094 -1.17279 -1.33
O -1.31596 -0.16106 -1.09567 -0.54
H -1.19809 -0.19294 2.27183 0.37
H -1.40468 -1.47334 1.06450 0.31
H -0.11833 -1.60000 2.27787 0.40
H 0.93512 0.48981 1.24088 0.29
H 1.71089 -0.76083 -0.91057 0.35
H 1.83043 -1.71871 0.57149 0.40
H 0.46874 -1.96349 -0.54040 0.30
H -1.18723 1.33585 0.33178 0.27
H -0.34448 2.29327 -1.75367 0.41
H 0.91704 1.05867 -1.88253 0.32
H 0.97358 2.26734 -0.57615 0.32
H -1.79992 0.38243 -1.72874 0.31

B.
18
Properties=species:S:1:pos:R:3:mulliken_charge:R:1 method="wB97M-V/def2-TZVPD" mol_weight_g_mol=88.15 orbital_gap_ev=9.476 e_homo_ev=-8.6 lumo_ev=0.89
C -0.72825 -1.04977 1.78306 -1.23
C -0.37348 0.22943 1.02545 0.24
C 0.86428 -0.21099 -1.91504 -0.23
C -0.08334 0.93066 -2.16402 -0.78
C 1.15118 0.40457 0.95173 -1.31
O 0.23147 -1.32406 -1.64575 -0.22
H -0.45316 -1.92810 1.18369 0.29
H -1.79988 -1.11314 2.00075 0.34
H -0.18493 -1.10488 2.73441 0.32
H -0.80288 1.10890 1.52097 0.32
H -0.86856 0.18913 0.04661 -0.03
H 0.17115 1.77277 -1.50907 0.23
H -1.16363 0.70916 -2.05630 0.36
H 0.11547 1.27390 -3.18465 0.32
H 1.51830 0.65319 1.95360 0.39
H 1.48760 1.20067 0.27835 0.34
H 1.66949 -0.50674 0.62911 0.35
H -0.75085 -1.23472 -1.63289 0.31

C.
18
Properties=species:S:1:pos:R:3:mulliken_charge:R:1 method="wB97M-V/def2-TZVPD" mol_weight_g_mol=88.15 orbital_gap_ev=10.623 e_homo_ev=-9.5 smiles=CC[C@@H](C)OC lumo_ev=1.11
C -0.71490 -2.01293 0.24874 -1.37
C -0.86916 -0.46201 -0.05489 -0.55
C 0.11661 0.80426 -0.45105 0.56
C -0.65561 2.14498 -0.41973 -1.45
O 1.20856 0.99153 0.40955 -0.36
C 1.92082 -0.20996 0.50454 -0.45
H -0.16932 -2.61812 -0.48726 0.35
H -0.30356 -2.26275 1.23677 0.40
H -1.74011 -2.42031 0.26384 0.35
H -1.43942 -0.10191 0.80612 0.28
H -1.52986 -0.45400 -0.92010 0.33
H 0.49252 0.64979 -1.48277 0.25
H -1.69391 2.01975 -0.73653 0.37
H -0.21191 2.91387 -1.07003 0.35
H -0.64511 2.56607 0.59348 0.35
H 2.59558 -0.14585 1.36365 0.25
H 1.15322 -0.98141 0.61508 0.08
H 2.48556 -0.42100 -0.41941 0.26

D.
18
Properties=species:S:1:pos:R:3:mulliken_charge:R:1 method="wB97M-V/def2-TZVPD" mol_weight_g_mol=88.15 orbital_gap_ev=11.041 e_homo_ev=-10.0 smiles="C=CC.CCO" lumo_ev=1.09
C -0.12364 1.51880 1.62235 -0.65
C 1.00143 0.99060 1.14109 -0.15
C 1.88887 1.63439 0.11724 -0.90
H -0.72649 1.00230 2.36478 0.28
H -0.46810 2.50175 1.30474 0.26
H 1.31491 0.00813 1.49878 0.31
H 2.91795 1.71322 0.48639 0.33
H 1.53541 2.63810 -0.14084 0.27
H 1.90503 1.03334 -0.79959 0.26
C -1.78002 -1.95012 -0.62581 -0.99
C -0.40224 -1.47804 -1.06820 -0.12
O -0.39821 -0.12505 -1.47995 -0.52
H -2.50875 -1.77887 -1.42485 0.26
H -2.11295 -1.40239 0.26536 0.28
H -1.76739 -3.01905 -0.38199 0.33
H 0.32810 -1.64362 -0.25888 0.18
H -0.06330 -2.05646 -1.93459 0.32
H -0.54065 0.41296 -0.68604 0.26

Stability summary - winner: A; margin: 98.3 kJ/mol.

A.
18
Properties=species:S:1:pos:R:3:mulliken_charge:R:1 method="wB97M-V/def2-TZVPD" mol_weight_g_mol=88.15 orbital_gap_ev=9.181 e_homo_ev=-8.2 lumo_ev=0.97
C 1.72674 -1.27879 -0.14248 -1.42
C 0.88317 -0.01626 0.07395 0.80
C 0.90489 0.39201 1.54877 -1.48
C -0.54487 -0.19947 -0.41255 -0.65
C -0.85729 -0.06079 -1.78729 -0.56
O -1.74991 1.54011 -1.57426 -0.67
H 1.75164 -1.56012 -1.20194 0.33
H 1.29903 -2.12241 0.41446 0.34
H 2.76045 -1.14175 0.19893 0.41
H 1.34080 0.79955 -0.50940 0.15
H 0.42412 -0.37864 2.16527 0.33
H 0.36094 1.32959 1.70681 0.36
H 1.92988 0.51862 1.91627 0.40
H -1.13768 -0.93153 0.14012 0.35
H -1.29955 1.04622 -0.55531 0.43
H -1.69232 -0.59591 -2.23000 0.25
H -0.09287 0.24831 -2.50129 0.29
H -1.17961 2.27933 -1.84916 0.34

B.
18
Properties=species:S:1:pos:R:3:mulliken_charge:R:1 method="wB97M-V/def2-TZVPD" mol_weight_g_mol=88.15 orbital_gap_ev=10.940 e_homo_ev=-9.9 smiles="CC=O.CCC" lumo_ev=0.99
C 1.63873 -2.22279 -1.39506 -1.00
C 1.34117 -0.75148 -1.16889 0.22
O 1.08323 -0.06694 -2.13197 -0.53
H 1.04278 -2.83894 -0.73148 0.28
H 2.67878 -2.35512 -1.11024 0.29
H 1.42874 -2.34317 -2.44888 0.31
H 1.36530 -0.33713 -0.15745 0.45
C -1.52760 2.06621 0.40811 -1.22
C -0.91635 0.65619 0.29442 0.20
C -0.34496 0.21669 1.66212 -1.32
H -2.58875 1.96110 0.71344 0.30
H -1.60757 2.56183 -0.55531 0.36
H -1.01426 2.61805 1.20988 0.29
H -0.18557 0.65162 -0.51190 0.03
H -1.74157 0.02364 -0.02489 0.25
H -0.16283 -0.88153 1.67097 0.35
H 0.61000 0.72815 1.82606 0.37
H -1.09927 0.31362 2.45108 0.39

C.
18
Properties=species:S:1:pos:R:3:mulliken_charge:R:1 method="wB97M-V/def2-TZVPD" mol_weight_g_mol=88.15 orbital_gap_ev=11.242 e_homo_ev=-10.2 smiles=CCC(O)CC lumo_ev=1.05
C -2.56429 -0.07549 0.22297 -1.19
C -1.29000 -0.08032 -0.61060 -0.51
C -0.03271 0.22518 0.23389 0.11
O -0.00360 -0.47629 1.46961 -0.56
C 1.25687 -0.01715 -0.55669 -0.50
C 2.57997 0.35982 0.11681 -1.20
H -3.42701 -0.38195 -0.37798 0.37
H -2.45224 -0.76144 1.06539 0.28
H -2.76508 0.92430 0.62472 0.30
H -1.19651 -1.04829 -1.12600 0.34
H -1.38713 0.67558 -1.40292 0.32
H -0.11727 1.27840 0.53683 0.27
H 0.14745 -1.41767 1.27688 0.37
H 1.28970 -1.09031 -0.80278 0.31
H 1.16834 0.51810 -1.50919 0.32
H 3.41861 0.11573 -0.54775 0.36
H 2.63472 1.43262 0.33121 0.32
H 2.74017 -0.18081 1.05561 0.27

Stability summary - winner: C; margin: 96.3 kJ/mol.

A.
18
Properties=species:S:1:pos:R:3:mulliken_charge:R:1 method="wB97M-V/def2-TZVPD" mol_weight_g_mol=88.15 orbital_gap_ev=10.250 e_homo_ev=-9.3 smiles="C=CC.CCO" lumo_ev=0.92
C 1.89854 1.38961 -0.75339 -0.52
C 2.74173 0.55797 -0.13408 -0.02
C 2.48468 -0.84033 0.37364 -0.76
H 2.32384 2.09915 -1.44608 0.27
H 0.83951 1.15575 -0.79231 0.06
H 3.79063 0.87108 -0.18320 0.25
H 3.30925 -1.37064 -0.08919 0.27
H 2.54717 -0.88750 1.46197 0.24
H 1.51315 -1.10747 -0.03316 0.20
C -2.51688 0.48473 -0.55704 -0.86
C -2.58853 -0.58889 0.49998 -0.21
O -1.32276 -1.02697 0.95890 -0.49
H -2.39758 0.02833 -1.54496 0.26
H -3.45085 1.04379 -0.64670 0.32
H -1.60892 1.07593 -0.40967 0.15
H -3.13419 -1.40094 0.00631 0.20
H -3.21416 -0.41465 1.37721 0.34
H -1.21463 -1.06896 1.91177 0.29

B.
18
Properties=species:S:1:pos:R:3:mulliken_charge:R:1 method="wB97M-V/def2-TZVPD" mol_weight_g_mol=88.15 orbital_gap_ev=10.365 e_homo_ev=-9.5 smiles="C=C(C)C.[H][H].C=O" lumo_ev=0.86
C 0.63111 -0.94387 0.43482 -1.34
C 0.78494 0.34198 0.11701 1.12
C 1.32460 0.78056 -1.21987 -1.17
C 0.52388 1.43192 1.12032 -1.30
H 0.91755 -1.73953 -0.24957 0.46
H 0.23228 -1.24641 1.40015 0.30
H 1.23773 -0.00574 -1.97731 0.32
H 2.38445 1.04764 -1.13288 0.34
H 0.79923 1.66992 -1.58730 0.31
H 1.48468 1.82054 1.48103 0.32
H -0.03573 1.06082 1.98340 0.34
H -0.02217 2.27516 0.68313 0.32
H -2.04540 1.37867 -1.49344 0.07
H -2.47931 0.85364 -1.18492 -0.08
C -1.68799 -1.50157 -0.97265 -0.05
O -2.68185 -1.13138 -0.39971 -0.43
H -1.23033 -2.48779 -0.77306 0.28
H -1.18086 -0.88508 -1.74146 0.19

C.
18
Properties=species:S:1:pos:R:3:mulliken_charge:R:1 method="wB97M-V/def2-TZVPD" mol_weight_g_mol=88.15 orbital_gap_ev="7.631 / 7.951" e_homo_ev="-6.7 / -7.0" lumo_ev="0.97 / 0.96"
C -1.07014 1.87863 0.15508 -0.64
O -1.20657 0.57325 0.32363 -0.30
C -0.36092 -0.27193 0.80415 0.91
C 0.67467 -0.04164 -2.05514 -0.89
C 0.94186 0.20999 1.31834 -1.35
C -0.74935 -1.70982 0.74223 -1.25
H 0.30402 0.85158 -1.53838 0.17
H -0.28935 2.40953 0.68024 0.28
H -1.95037 2.35124 -0.25183 0.23
H 1.08092 0.25562 -3.02408 0.34
H 1.45843 -0.52831 -1.46664 0.20
H -0.15452 -0.73946 -2.20278 0.23
H 1.37597 0.95542 0.63269 0.42
H 0.85101 0.70135 2.29988 0.38
H 1.64409 -0.62309 1.41622 0.30
H -0.75791 -2.17539 1.73676 0.35
H -1.74672 -1.81139 0.30637 0.33
H -0.04513 -2.28557 0.12328 0.28

Stability summary - winner: A; margin: 60.6 kJ/mol.